{
  "formula": "C2H5ClN2O2",
  "method": "wB97M-V/def2-TZVPD",
  "elements": ["Cl", "O", "O", "N", "N", "C", "C", "H", "H", "H", "H", "H"],
  "xyz": [[1.211, -1.884, 0.021], [2.030, 1.948, 0.306], [3.126, 0.132, -0.391], [0.636, -0.308, 0.546], [2.272, 0.830, -0.001], [-1.708, -0.542, 0.172], [-0.429, 0.210, -0.272], [-0.243, 0.309, -1.410], [-2.106, 0.072, 1.065], [-1.450, -1.532, 0.353], [-0.633, 1.252, 0.075], [-2.705, -0.488, -0.464]],
  "forces_ev_per_angstrom": [[-0.6645, 1.0082, 0.1107], [1.1712, -0.1382, -0.5783], [0.7000, 1.0342, -0.1427], [2.3981, 0.2267, -0.6149], [-3.3260, -1.6992, 1.2723], [-3.0545, 3.2505, -0.2491], [-1.2216, 1.2157, -1.5874], [-0.1662, -0.7256, 1.6663], [0.9156, -1.6737, -0.7268], [-0.0638, -1.7713, 0.6895], [0.7998, -0.5819, -0.2613], [2.5118, -0.1455, 0.4216]],
  "largest_force_ev_per_a": 4.47,
  "de_lowest_kcal_mol": 91.0,
  "energy_ev": -21746.2261,
  "gap_ha": [0.326, 0.318]
}

---

{
  "formula": "C2H5ClN2O2",
  "method": "wB97M-V/def2-TZVPD",
  "elements": ["Cl", "O", "O", "N", "N", "C", "C", "H", "H", "H", "H", "H"],
  "xyz": [[-2.018, -0.252, 0.691], [-0.241, -0.947, 3.146], [1.633, -0.311, 2.194], [-0.430, 0.470, 0.714], [0.477, -0.479, 2.344], [-0.259, 0.435, -1.688], [0.358, -0.055, -0.396], [0.289, -1.120, -0.428], [1.396, 0.344, -0.498], [-1.083, -0.141, -1.985], [-0.582, 1.475, -1.498], [0.462, 0.582, -2.597]],
  "forces_ev_per_angstrom": [[1.0675, 0.5469, -0.1998], [0.0089, -0.3881, 1.3524], [1.0671, -0.0330, 0.6876], [-1.4817, 0.6872, -2.1040], [0.4020, -0.9812, 0.5937], [1.4174, 2.4041, -1.7815], [0.0669, 1.0605, -1.4044], [0.5126, -0.9442, 0.3831], [-0.6846, -0.4736, 1.4126], [-1.1981, -0.7074, -0.5186], [-0.1863, -0.3855, -0.1991], [-0.9918, -0.7857, 1.7779]],
  "largest_force_ev_per_a": 3.31,
  "multiplicity": 3,
  "de_lowest_kcal_mol": 0.0,
  "energy_ev": -21745.3598,
  "gap_ha": [0.331, 0.305]
}

---

{
  "formula": "C2H5ClN2S",
  "method": "wB97M-V/def2-TZVPD",
  "elements": ["Cl", "S", "N", "N", "C", "C", "H", "H", "H", "H", "H"],
  "xyz": [[1.344, 1.454, -3.272], [-0.873, 0.466, 2.050], [0.830, -0.782, -1.197], [-1.592, 1.838, 2.036], [-0.444, 0.254, 0.461], [0.385, -0.792, 0.003], [-1.947, 2.131, 2.935], [1.415, -1.575, -1.443], [0.621, -1.577, 0.730], [-0.715, 1.040, -0.228], [1.057, 0.507, -2.382]],
  "forces_ev_per_angstrom": [[-0.0304, -0.0718, 0.0849], [0.0620, 0.5552, -1.7830], [-0.0465, -0.0304, 0.0462], [0.0522, -0.0995, -0.0535], [-0.5180, 0.6946, 1.4084], [0.5672, -0.8497, -0.1242], [0.0359, -0.3177, 0.4106], [-0.0330, -0.0732, 0.2626], [0.0905, -0.0826, -0.1982], [-0.1406, 0.1773, 0.0099], [-0.0393, 0.0980, -0.0637]],
  "largest_force_ev_per_a": 1.87,
  "de_lowest_kcal_mol": 37.0,
  "energy_ev": -28490.9004,
  "gap_ha": [0.285, 0.285]
}

---

{
  "formula": "C2H5ClN2S",
  "method": "wB97M-V/def2-TZVPD",
  "elements": ["Cl", "S", "N", "N", "C", "C", "H", "H", "H", "H", "H"],
  "xyz": [[-2.936, 0.441, 0.834], [1.825, 1.562, -0.568], [1.858, 0.840, 0.911], [2.376, -0.267, 1.359], [-2.552, -0.849, -1.573], [-2.092, -0.440, -0.391], [2.689, -0.793, 0.554], [1.570, 1.305, 1.766], [-1.901, -1.391, -2.112], [-3.459, -0.715, -2.085], [-1.083, -0.674, -0.142]],
  "forces_ev_per_angstrom": [[-0.0330, 0.0006, -0.2396], [-0.2356, -0.3053, 0.3294], [1.7239, -2.0834, 1.5027], [-1.3047, 1.7060, -0.8980], [-0.6114, 1.5681, 2.5089], [-0.8465, -0.2069, -0.9963], [0.3588, -0.2363, -0.5944], [-0.5762, 0.9053, -0.3374], [2.4662, -1.8186, -1.8390], [-1.4141, 0.5282, 0.1483], [0.4727, -0.0577, 0.4155]],
  "largest_force_ev_per_a": 3.57,
  "de_lowest_kcal_mol": 63.2,
  "energy_ev": -28489.7658,
  "smiles": "[H]/N=[NH+]\\[S-].C=CCl",
  "gap_ha": [0.312, 0.312]
}

---

{
  "formula": "C2H5ClN2S",
  "method": "wB97M-V/def2-TZVPD",
  "elements": ["Cl", "S", "N", "N", "C", "C", "H", "H", "H", "H", "H"],
  "xyz": [[0.745, 1.838, 2.937], [1.602, 0.714, 0.630], [0.392, 1.560, 1.302], [-1.462, -0.416, 0.283], [0.615, 0.148, -0.820], [-0.506, -0.903, -0.533], [1.288, -0.108, -1.755], [0.147, 1.036, -1.236], [-0.980, -1.006, -1.580], [-0.107, -1.850, -0.194], [-1.734, -1.014, 0.967]],
  "forces_ev_per_angstrom": [[0.0752, 0.2214, 0.2994], [0.0141, -1.0618, -1.1665], [-0.4651, 0.4012, 0.2995], [-1.3147, 3.8789, -0.9198], [0.9239, -0.0277, -1.9236], [1.9606, -0.4456, -2.5892], [-0.8628, -0.1247, 2.2811], [-0.3554, 0.3373, 0.4368], [0.5249, -0.2702, 1.1016], [0.4757, -0.4383, -0.3368], [-0.9763, -2.4704, 2.5176]],
  "largest_force_ev_per_a": 4.20,
  "multiplicity": 3,
  "de_lowest_kcal_mol": 0.8,
  "energy_ev": -28488.0373,
  "gap_ha": [0.331, 0.319]
}

---

{
  "formula": "C2H5ClO2",
  "method": "wB97M-V/def2-TZVPD",
  "elements": ["Cl", "O", "O", "C", "C", "H", "H", "H", "H", "H"],
  "xyz": [[1.505, 0.136, 1.361], [-0.495, -1.000, 0.091], [-0.913, 1.890, 0.345], [-0.103, -0.317, 1.115], [0.141, -0.763, -1.156], [1.211, -0.970, -1.105], [-0.223, 2.475, 0.658], [-0.025, 0.288, -1.409], [-0.341, -1.414, -1.874], [-0.758, -0.325, 1.974]],
  "forces_ev_per_angstrom": [[0.2069, -0.1473, 0.0403], [0.0685, 0.2195, 1.2349], [0.3498, -2.3056, 0.4568], [-1.2556, 1.9947, -1.2528], [0.4224, 0.3451, -0.8923], [-0.1057, -0.0939, 0.0572], [0.3024, 0.1602, 0.1973], [-0.0339, -0.0248, 0.1248], [-0.0205, -0.0821, 0.0497], [0.0657, -0.0658, -0.0158]],
  "largest_force_ev_per_a": 2.67,
  "de_lowest_kcal_mol": 82.2,
  "energy_ev": -18768.7203,
  "gap_ha": [0.294, 0.289]
}

---

{
  "formula": "C2H5ClOS",
  "method": "wB97M-V/def2-TZVPD",
  "elements": ["Cl", "S", "O", "C", "C", "H", "H", "H", "H", "H"],
  "xyz": [[3.345, 0.136, -0.272], [0.059, 1.497, -0.106], [-2.024, -0.089, -0.888], [-1.273, 0.323, 0.155], [0.068, -0.261, 0.348], [0.405, -0.371, 1.391], [-1.707, 0.138, -1.799], [0.418, -0.810, -0.390], [2.588, 1.044, 0.292], [-1.945, 0.393, 1.105]],
  "forces_ev_per_angstrom": [[-0.3002, 0.5519, 0.3667], [-0.1445, 0.8465, -0.0829], [-1.0895, -0.2235, -2.0829], [-0.6857, -0.2921, 2.3046], [-1.3063, 2.9081, 3.9580], [-0.0889, -0.4646, -0.7739], [0.0763, -0.0693, 1.5303], [1.6953, -2.9243, -3.0076], [0.4972, -0.5723, -0.3704], [1.3464, 0.2395, -1.8418]],
  "largest_force_ev_per_a": 5.08,
  "de_lowest_kcal_mol": 21.6,
  "energy_ev": -27558.9875,
  "smiles": "O[C@H]1CS1.Cl",
  "gap_ha": 0.369
}

---

{
  "formula": "C2H5F",
  "method": "wB97M-V/def2-TZVPD",
  "elements": ["F", "C", "C", "H", "H", "H", "H", "H"],
  "xyz": [[0.420, 1.559, 0.549], [-0.627, -0.477, -0.058], [0.640, 0.377, -0.003], [1.385, -0.135, 0.609], [1.006, 0.588, -1.019], [-0.479, -1.434, -0.550], [-0.971, -0.636, 0.988], [-1.374, 0.158, -0.517]],
  "forces_ev_per_angstrom": [[-0.8300, 2.3942, 1.3413], [0.1253, 0.9432, 1.3572], [0.4684, -2.5476, -1.3338], [0.3170, -0.0518, -0.2711], [0.1897, -0.4266, 0.1599], [-0.0382, 0.1104, -0.1541], [0.1966, -0.1364, -0.6327], [-0.4289, -0.2855, -0.4667]],
  "largest_force_ev_per_a": 2.91,
  "de_lowest_kcal_mol": 1.0,
  "energy_ev": -4872.2506,
  "smiles": "CCF",
  "gap_ha": 0.474
}

---

{
  "formula": "C2H5F2NP2",
  "method": "wB97M-V/def2-TZVPD",
  "elements": ["P", "P", "F", "F", "N", "C", "C", "H", "H", "H", "H", "H"],
  "xyz": [[-1.440, -0.507, 0.719], [0.306, -1.238, -1.791], [2.279, 0.416, -0.440], [-1.219, 1.007, -0.693], [-0.875, 0.013, 2.062], [0.066, -0.257, -0.297], [1.174, 0.486, 0.358], [1.355, 0.136, 1.388], [-0.935, -1.851, -1.832], [-0.099, -0.197, -2.699], [-1.467, 0.351, 2.733], [0.854, 1.640, 0.494]],
  "forces_ev_per_angstrom": [[-0.5679, -0.0586, 0.2498], [0.6087, 0.5805, -0.7255], [0.8890, 0.0970, -0.1371], [1.3559, -1.2264, 0.2766], [1.8083, -0.3190, -1.6696], [-1.4007, 1.1379, -0.0191], [-1.2010, 2.7473, 0.1535], [0.0462, -0.2227, -0.4859], [-0.6395, -0.1497, 0.1991], [0.4449, -0.3836, 0.3297], [-1.9492, 0.4613, 2.2407], [0.6052, -2.6640, -0.4122]],
  "largest_force_ev_per_a": 3.01,
  "de_lowest_kcal_mol": 11.4,
  "energy_ev": -27654.4711,
  "gap_ha": 0.306
}

---

{
  "formula": "C2H5F2OP",
  "method": "wB97M-V/def2-TZVPD",
  "elements": ["P", "F", "F", "O", "C", "C", "H", "H", "H", "H", "H"],
  "xyz": [[1.345, 0.000, 1.233], [2.099, 0.434, -0.151], [1.541, 1.454, 1.922], [-0.044, -1.482, -1.207], [-0.859, -0.440, -0.676], [-0.380, 0.295, 0.611], [0.627, -1.095, -1.773], [-1.822, -0.905, -0.447], [-1.041, 0.330, -1.436], [-0.445, 1.380, 0.471], [-1.021, 0.029, 1.454]],
  "forces_ev_per_angstrom": [[0.0576, 1.0665, -1.1411], [-0.2554, -0.4751, 0.5051], [-0.2398, -0.6494, 0.0506], [-0.0779, 0.2086, 0.5121], [-0.2383, 0.2476, 0.0439], [0.4656, -0.2033, 0.0756], [0.1692, 0.1018, -0.0112], [0.1551, 0.0222, -0.1344], [0.0365, -0.2285, 0.0281], [-0.0107, -0.1332, 0.0377], [-0.0619, 0.0428, 0.0336]],
  "largest_force_ev_per_a": 1.56,
  "de_lowest_kcal_mol": 36.9,
  "energy_ev": -18927.6486,
  "smiles": "OCCP(F)F",
  "gap_ha": 0.396
}